26
Properties=species:S:1:pos:R:3:mulliken_charge:R:1 method="wB97M-V/def2-TZVPD" homo_ev=-8.4 orbital_gap_ev=8.5 multiplicity=1
C -3.82 1.61 0.49 -1.232
H 0.15 -2.51 1.80 0.290
O 3.63 0.71 -0.35 -0.414
H 1.46 0.03 -2.27 0.468
C 1.21 -0.84 -1.73 -1.430
C 1.27 -0.44 -0.30 0.773
H 0.62 -2.98 0.05 0.345
C 0.89 -2.47 1.00 -0.923
H -3.48 2.47 1.00 0.321
O 1.89 1.66 1.23 -0.642
H 1.58 -3.21 1.42 0.353
H -0.86 1.68 1.25 0.531
C -2.62 0.82 0.21 0.300
H -4.41 1.61 -0.43 0.348
N 1.50 -1.24 0.76 -0.252
H 2.00 -1.55 -1.83 0.460
C -1.29 1.02 0.62 -0.313
O 1.72 2.11 -1.15 -0.572
H -4.62 1.11 1.07 0.256
H 1.52 -0.72 1.54 0.154
N -2.65 -0.11 -0.75 -0.713
N -0.56 0.23 -0.17 0.428
S 2.11 1.18 -0.13 1.061
N -1.42 -0.42 -1.04 -0.394
H 4.03 1.60 -0.32 0.428
H 0.18 -1.35 -1.98 0.369

---

24
Properties=species:S:1:pos:R:3:mulliken_charge:R:1 method="wB97M-V/def2-TZVPD" homo_ev="-13.4 / -16.9" orbital_gap_ev="6.5 / 6.0" total_charge=+2 multiplicity=3
H -2.95 0.49 0.93 0.345
N -0.46 2.27 1.09 -0.289
H -1.21 2.71 0.65 0.145
N -1.01 0.12 0.05 -0.010
H 1.81 -1.71 1.61 0.278
C 1.25 0.74 1.13 0.394
N 0.65 -1.14 -0.76 -0.455
N 3.01 0.21 2.26 -0.069
N 1.79 1.86 1.48 -0.462
H -2.47 1.70 -0.27 0.334
C -0.11 1.03 0.66 0.450
H 0.46 -2.70 -1.90 0.385
H 2.17 -2.16 -1.97 0.406
C -2.48 0.60 -0.11 -0.911
H -3.01 0.08 -0.93 0.341
C 2.92 1.56 2.14 -0.181
H 3.69 -0.53 2.58 0.310
N 1.26 -2.32 -1.36 -0.372
H -1.33 -1.29 -1.39 0.344
H 3.69 2.30 2.28 0.431
C -0.58 -0.92 -0.72 0.102
C 1.86 -0.33 1.56 -0.260
H 0.41 2.63 1.61 0.389
H 1.46 -3.17 -0.83 0.357

---

20
Properties=species:S:1:pos:R:3:mulliken_charge:R:1 method="wB97M-V/def2-TZVPD" homo_ev=-2.6 orbital_gap_ev=6.2 total_charge=-1 multiplicity=1
H -2.36 1.58 1.01 0.262
C -2.21 -0.45 -0.95 -0.900
C 1.99 -0.14 0.40 -0.205
C 1.57 -1.61 0.19 -0.320
N -1.13 -0.55 0.10 -0.391
H -0.81 2.79 1.05 0.275
C -0.55 0.73 0.40 0.542
H -2.04 0.46 -1.57 0.287
H 2.37 0.14 1.42 0.277
H 1.10 2.01 0.25 0.337
C -1.26 1.77 1.06 -0.883
H -2.18 -1.36 -1.58 0.364
H -3.22 -0.42 -0.48 0.233
H 2.80 0.07 -0.38 0.191
C 0.90 0.97 -0.03 -0.966
H 0.87 -1.89 1.06 0.182
H 0.95 -1.55 -0.74 0.094
O 2.69 -2.39 0.09 -0.889
H 0.89 1.03 -1.13 0.277
H -0.36 -1.20 -0.17 0.234

---

20
Properties=species:S:1:pos:R:3:mulliken_charge:R:1 method="wB97M-V/def2-TZVPD" homo_ev=-1.9 orbital_gap_ev=5.4 total_charge=-1 multiplicity=1
H 1.13 -2.12 -0.29 0.293
C -0.49 -0.64 0.20 0.453
H -0.14 1.12 1.45 0.303
H -3.31 -1.10 -0.17 0.167
C 0.02 -2.03 -0.07 -1.208
H 0.82 -0.42 1.96 0.319
C 1.18 2.17 -0.42 -0.346
H -0.36 -2.39 -1.03 0.353
H -2.50 -1.31 -1.60 0.227
H 1.09 2.73 0.60 0.097
O 2.23 2.66 -1.11 -0.879
H 2.55 1.02 0.88 0.362
C 1.65 0.76 0.22 -0.557
C -1.58 -0.15 -0.23 -0.260
H -1.88 0.88 0.10 0.269
H 0.21 1.96 -0.85 0.157
N -2.70 -0.75 -0.77 -0.475
H 1.81 0.22 -0.67 0.248
H -0.14 -2.76 0.79 0.238
C 0.42 0.16 1.04 -0.762

---

20
Properties=species:S:1:pos:R:3:mulliken_charge:R:1 method="wB97M-V/def2-TZVPD" homo_ev=-13.4 orbital_gap_ev=9.7 total_charge=+1 multiplicity=1
C 0.44 -2.38 -0.12 -1.014
H -1.82 -0.57 -1.29 0.374
H 1.65 0.69 0.43 0.496
C -1.51 0.47 -1.07 0.137
H -0.89 0.15 1.04 0.361
N -0.50 2.08 0.45 -0.263
H 2.98 -1.46 1.48 0.319
H -0.08 -2.28 -1.07 0.209
H 1.66 -2.30 2.18 0.398
H 0.59 -3.40 0.21 0.347
C 1.90 -1.42 1.60 -1.354
H 0.46 2.44 0.52 0.359
H -0.94 2.30 1.34 0.362
H 1.82 -0.47 2.18 0.304
C 0.91 0.11 -0.15 -1.124
H -0.98 2.64 -0.28 0.376
O -1.97 1.43 -1.59 -0.454
C -0.50 0.62 0.12 -0.012
H 1.26 0.10 -1.17 0.397
C 1.06 -1.34 0.39 0.780

---

20
Properties=species:S:1:pos:R:3:mulliken_charge:R:1 method="wB97M-V/def2-TZVPD" homo_ev=-12.1 orbital_gap_ev=3.8 total_charge=+1 multiplicity=1
H 3.22 1.27 3.22 0.268
H -0.06 -2.15 0.50 0.383
H -0.26 -1.18 2.02 0.355
O -1.66 0.48 -1.65 -0.303
H -2.83 1.25 -3.46 0.237
C 0.16 -1.21 1.00 -0.454
N -3.66 1.56 -3.94 -0.653
C -0.45 -0.15 0.29 0.243
C 1.75 -1.03 1.11 -0.654
H -1.52 -1.46 -1.10 0.372
H 2.85 -0.49 3.62 0.273
C 2.16 0.25 1.75 0.047
H 1.99 1.13 1.15 0.287
H -3.71 2.56 -3.80 0.231
H -3.58 1.36 -4.93 0.237
C 2.79 0.32 2.91 -0.806
C -1.28 -0.40 -0.93 -0.256
H -0.18 0.88 0.52 0.444
H 2.12 -1.91 1.63 0.392
H 2.15 -1.07 0.10 0.357

---

22
Properties=species:S:1:pos:R:3:mulliken_charge:R:1 method="wB97M-V/def2-TZVPD" homo_ev=-8.5 orbital_gap_ev=8.4 multiplicity=1
C -0.97 -0.76 -1.52 -1.510
O 3.34 -0.10 0.55 -0.575
H -1.36 2.74 0.14 0.376
H 0.94 2.11 1.33 0.358
C 0.65 1.62 0.40 -0.360
H -1.89 -0.92 -2.02 0.467
O -2.95 0.84 0.12 -0.648
C 2.03 -0.62 0.00 -0.610
H -2.11 -2.71 0.01 0.007
H 1.97 -1.63 -0.09 0.460
H 1.20 1.90 -0.50 0.303
H 3.47 0.78 0.82 0.296
H -0.47 0.08 -1.91 0.427
C 0.93 0.15 0.69 -0.081
N -1.71 0.77 0.13 0.663
H -1.37 -2.02 1.76 -0.015
P -2.25 -1.59 0.79 -0.147
H 2.07 -0.28 -1.03 0.323
H 0.68 -0.09 1.76 0.320
H -0.20 -1.59 -1.70 0.266
C -0.86 1.78 0.31 -0.481
C -1.14 -0.45 -0.05 0.161

---

22
Properties=species:S:1:pos:R:3:mulliken_charge:R:1 method="wB97M-V/def2-TZVPD" homo_ev=-4.6 orbital_gap_ev=8.2 total_charge=-1 multiplicity=1
C -1.11 -1.72 -1.08 -1.213
H 0.60 2.09 0.96 0.332
C 1.53 1.58 -0.86 0.405
H -1.45 -1.22 -1.98 0.266
H -1.54 -2.18 0.92 0.264
N 0.53 0.76 -1.28 -0.180
H -2.91 -2.10 0.18 0.383
O -1.28 0.66 0.89 -0.711
H -0.20 0.57 -0.60 0.243
H 0.44 0.47 -2.24 0.183
C -2.25 -0.10 0.60 0.322
H 2.49 2.34 0.76 0.256
H -1.05 -2.81 -1.26 0.380
H 1.48 0.48 2.40 0.233
O -3.45 0.24 0.62 -0.754
H 2.95 0.16 1.47 0.392
C 1.58 1.74 0.66 -0.409
H -0.04 -1.58 -0.91 0.299
H 1.49 -0.43 0.87 0.097
O 2.26 2.14 -1.66 -0.720
C 1.89 0.43 1.39 -0.825
C -1.98 -1.52 0.15 -0.243

---

22
Properties=species:S:1:pos:R:3:mulliken_charge:R:1 method="wB97M-V/def2-TZVPD" homo_ev=-14.4 orbital_gap_ev=11.3 total_charge=+1 multiplicity=1
H 2.06 -0.26 -0.52 0.456
H 1.41 -3.73 0.51 0.289
C 1.25 0.45 1.43 -0.246
O -1.13 1.93 -0.45 -0.404
H -2.64 0.12 -0.15 0.374
C 0.12 1.17 1.50 -0.973
C 1.23 -0.49 0.19 -0.006
H 1.17 -2.71 -1.21 0.335
N -1.97 -0.03 0.66 -0.492
H 2.61 -2.65 -0.25 0.342
H -0.45 3.09 -2.00 0.284
H -2.58 0.19 1.45 0.341
H 2.18 0.34 1.97 0.465
H -0.40 1.62 2.32 0.452
O 1.13 -1.74 0.74 -0.298
C -0.95 2.16 -1.80 -0.628
O 0.09 0.06 -0.58 -0.477
H -1.94 2.07 -2.28 0.271
H -1.76 -1.04 0.67 0.345
H -0.28 1.30 -2.26 0.277
C -0.63 0.92 0.23 1.074
C 1.50 -2.77 -0.17 -0.780

---

23
Properties=species:S:1:pos:R:3:mulliken_charge:R:1 method="wB97M-V/def2-TZVPD" homo_ev="-8.7 / -8.7" orbital_gap_ev="8.8 / 8.8" multiplicity=1
H -1.43 -0.99 -0.58 0.255
C -0.79 -0.38 0.01 0.767
H 2.62 -0.07 0.90 0.008
H 3.55 0.57 -3.07 0.295
H -3.43 0.26 0.06 0.321
H -3.40 1.38 1.32 0.399
C -2.77 0.90 0.62 -0.568
C -1.59 0.16 1.19 -0.540
O -1.62 1.41 -1.36 -0.273
H 0.01 0.48 -1.80 0.343
H -1.05 0.81 1.86 0.316
P 2.35 -0.23 -0.37 0.385
H -2.01 -0.66 1.91 0.293
C -0.47 0.81 -0.82 -0.849
O -2.42 1.92 -0.24 -0.272
C 0.83 -2.15 1.16 -0.916
C 0.51 -1.16 0.33 -0.158
H 0.09 -2.78 1.64 0.297
H 0.09 1.54 -0.12 0.390
H 1.88 -2.30 1.41 0.253
O 3.03 1.11 -2.55 -0.427
H 2.86 -1.60 -0.43 0.044
N 3.15 0.99 -1.09 -0.363

---

20
Properties=species:S:1:pos:R:3:mulliken_charge:R:1 method="wB97M-V/def2-TZVPD" homo_ev="-11.9 / -12.2" orbital_gap_ev="8.0 / 8.0" total_charge=+1 multiplicity=1
C 0.61 -1.96 -0.51 -0.928
C -0.26 0.54 0.33 0.412
C 0.76 0.27 -0.69 -0.486
H 0.94 -0.34 1.67 0.416
H -2.44 -0.11 0.71 0.263
S 2.41 0.65 -0.15 -0.117
H -1.20 2.39 1.37 0.264
H -0.31 -0.87 -2.26 0.309
H -0.28 0.70 2.39 0.368
H 1.56 -2.20 -0.22 0.345
H -0.15 -2.22 0.12 0.549
H 1.53 -0.88 -2.09 0.280
H -0.51 -0.86 1.88 0.326
H -2.08 0.49 -1.04 0.289
N -0.05 -0.03 1.72 -0.120
H 2.77 0.64 -1.56 0.208
C -1.83 0.52 0.04 -0.594
H -0.93 2.40 -0.50 0.276
C -1.13 1.83 0.40 -0.756
C 0.59 -0.96 -1.62 -0.305

---

19
Properties=species:S:1:pos:R:3:mulliken_charge:R:1 method="wB97M-V/def2-TZVPD" homo_ev="0.4 / -1.7" orbital_gap_ev="2.2 / 4.3" total_charge=-1 multiplicity=2
H 2.01 1.22 2.77 0.236
H -0.17 0.41 0.40 0.165
H 0.62 -3.67 -0.82 0.309
C 1.31 -2.07 -2.08 -0.746
H 3.24 0.55 1.74 0.211
H -5.23 5.17 -0.04 0.315
H 1.97 -2.61 -2.75 0.269
H 1.99 1.61 1.06 0.346
H 1.19 -0.99 -2.18 0.332
C 0.47 -0.51 0.43 -0.595
O -4.47 4.84 -0.55 -0.632
C 1.41 -0.48 1.51 -0.309
C 2.15 0.78 1.76 -0.956
H -0.44 -2.45 0.75 0.259
H -4.75 4.91 -1.46 0.315
H -1.12 -1.50 -0.52 0.279
H 1.16 -1.14 2.36 0.175
C -0.15 -1.75 -0.06 -0.790
C 0.65 -2.61 -1.06 -0.183

---

Results for energy above the lowest of the compared OMol25 structures with the same formula, charge and spin: 92.8, 185.6, 134.2, 177.7, 80.5, 397.6, 763.2, 66.6, 175.5, 589.6, 472.4, 249.7 (in kJ/mol, following the order of the records).